--- a ---
Formula: C2H3NOS2
Source: the Open Molecules 2025 dataset
Level of theory: ωB97M-V/def2-TZVPD

CARTESIAN COORDINATES (ANGSTROEM)
C: 1.62 -0.63 0.20
C: -1.37 0.89 -0.34
H: 1.55 -1.80 0.32
H: -0.61 -0.74 0.88
H: -1.77 1.77 -0.72
N: 0.27 -0.24 0.58
O: -0.14 1.09 0.32
S: 2.81 0.11 -0.67
S: -2.36 -0.43 -0.57

orbital gap: 8.416 eV
SMILES string: S=CNOC=S
E_LUMO: -0.592 eV

The computed Mulliken charges, all in e, follow:
1 C -0.133
2 C 0.009
3 H 0.239
4 H 0.246
5 H 0.367
6 N -0.043
7 O -0.181
8 S -0.225
9 S -0.279

---

--- b ---
Formula: C2H3NOS2
Source: the Open Molecules 2025 dataset
Level of theory: ωB97M-V/def2-TZVPD

CARTESIAN COORDINATES (ANGSTROEM)
C: 0.34 -0.77 0.02
C: 1.31 0.29 -0.19
H: -3.11 0.17 0.87
H: 1.00 -1.68 0.25
H: -0.35 1.29 0.21
N: -0.90 -1.06 -0.06
O: 0.70 1.50 0.11
S: -1.91 0.31 -0.68
S: 2.91 -0.04 -0.53

orbital gap: 7.715 eV
E_LUMO: -1.800 eV

The computed Mulliken charges, all in e, follow:
1 C 0.055
2 C 0.434
3 H 0.195
4 H 0.280
5 H 0.333
6 N -0.359
7 O -0.431
8 S -0.302
9 S -0.205

---

--- c ---
Formula: C2H3NOS2
Source: the Open Molecules 2025 dataset
Level of theory: ωB97M-V/def2-TZVPD

CARTESIAN COORDINATES (ANGSTROEM)
C: 0.02 1.38 -0.23
C: 0.86 -0.94 -0.15
H: -2.03 -0.94 1.28
H: -0.91 2.09 -0.73
H: 0.57 -1.92 -0.19
N: -0.23 -0.03 0.02
O: 1.18 1.66 0.16
S: -1.88 -0.56 -0.10
S: 2.43 -0.74 -0.06

orbital gap: 8.331 eV
SMILES string: O=CN(S)C=S
E_LUMO: -0.087 eV

The computed Mulliken charges, all in e, follow:
1 C 0.238
2 C -0.197
3 H 0.178
4 H 0.240
5 H 0.392
6 N -0.014
7 O -0.471
8 S -0.154
9 S -0.211

---

--- d ---
Formula: C2H3NOS2
Source: the Open Molecules 2025 dataset
Level of theory: ωB97M-V/def2-TZVPD

CARTESIAN COORDINATES (ANGSTROEM)
C: -0.62 -0.95 -0.06
C: -1.71 -0.11 -0.03
N: 1.19 0.50 0.03
O: 0.68 -0.72 -0.05
S: -1.77 1.56 0.01
S: 2.83 0.52 0.00
H: -0.78 -2.02 -0.11
H: -2.67 -0.62 -0.05
H: 2.86 1.84 0.26

orbital gap (alpha / beta): 7.798 / 6.811 eV
E_LUMO (alpha / beta): -0.611 / -1.457 eV

The computed Mulliken charges, all in e, follow:
1 C -0.006
2 C -0.251
3 N -0.207
4 O -0.032
5 S -0.191
6 S -0.089
7 H 0.317
8 H 0.270
9 H 0.189

---

Result of the stability comparison: c is the most stable of them.

---

--- a ---
Formula: C4H10NO2
Source: the Open Molecules 2025 dataset
Level of theory: ωB97M-V/def2-TZVPD

CARTESIAN COORDINATES (ANGSTROEM)
C: 0.68 1.83 -0.22
O: 1.80 2.25 0.23
C: 0.32 0.40 0.12
C: -0.76 -0.32 -0.64
C: -1.06 -1.73 -0.11
O: -0.74 -2.86 -1.03
N: 0.06 0.52 1.65
H: 0.02 2.58 0.35
H: 0.52 2.09 -1.33
H: 1.17 -0.30 0.20
H: -1.51 0.39 -0.60
H: -0.46 -0.45 -1.76
H: -0.39 -1.68 0.76
H: -2.12 -1.80 0.23
H: -1.00 -2.54 -1.89
H: -0.86 0.57 1.99
H: 0.74 1.18 1.99

orbital gap: 5.537 eV
SMILES string: N[C@H](C[O-])CCO
charge: -1
E_LUMO: 3.529 eV

The computed Mulliken charges, all in e, follow:
1 C -0.931
2 O -0.824
3 C 0.275
4 C -0.450
5 C -0.344
6 O -0.514
7 N -0.654
8 H 0.212
9 H 0.183
10 H 0.163
11 H 0.336
12 H 0.249
13 H 0.386
14 H 0.200
15 H 0.306
16 H 0.151
17 H 0.258

---

--- b ---
Formula: C4H10NO2
Source: the Open Molecules 2025 dataset
Level of theory: ωB97M-V/def2-TZVPD

CARTESIAN COORDINATES (ANGSTROEM)
C: 1.34 0.31 -0.56
O: 1.89 -0.63 -1.37
C: -0.24 0.28 -0.63
C: -0.96 0.34 0.75
C: -0.67 -0.96 1.53
O: -0.69 1.72 1.32
N: -0.72 -0.96 -1.25
H: 1.64 1.35 -0.86
H: 1.59 0.18 0.59
H: -0.37 1.10 -1.31
H: -2.02 0.48 0.57
H: 0.24 -1.45 1.20
H: -0.55 -0.67 2.61
H: -1.49 -1.63 1.33
H: 0.24 1.56 1.07
H: -0.55 -1.76 -0.66
H: 0.13 -1.09 -1.86

orbital gap: 7.033 eV
SMILES string: C[C@@H](O)[C@H](N)C[O-]
charge: -1
E_LUMO: 4.008 eV

The computed Mulliken charges, all in e, follow:
1 C -0.375
2 O -0.922
3 C -0.047
4 C -0.028
5 C -1.355
6 O -0.581
7 N -0.943
8 H 0.265
9 H 0.082
10 H 0.463
11 H 0.372
12 H 0.301
13 H 0.344
14 H 0.343
15 H 0.471
16 H 0.316
17 H 0.294

---

--- c ---
Formula: C4H10NO2
Source: the Open Molecules 2025 dataset
Level of theory: ωB97M-V/def2-TZVPD

CARTESIAN COORDINATES (ANGSTROEM)
C: 0.16 -0.03 0.64
C: 0.93 0.06 -0.69
C: 2.13 1.04 -0.52
O: 0.10 0.45 -1.79
N: -0.73 -1.20 0.64
C: -2.22 -0.81 0.42
O: -2.53 0.39 0.89
H: -0.61 0.81 0.78
H: 0.71 0.16 1.54
H: 1.35 -0.95 -0.91
H: 2.77 0.71 0.27
H: 2.71 1.02 -1.45
H: 1.69 2.02 -0.27
H: -0.79 0.44 -1.40
H: -0.62 -1.62 1.55
H: -2.77 -1.62 0.98
H: -2.29 -0.84 -0.68

orbital gap: 6.884 eV
SMILES string: C[C@H](O)CNC[O-]
charge: -1
E_LUMO: 4.035 eV

The computed Mulliken charges, all in e, follow:
1 C -0.899
2 C 0.483
3 C -1.392
4 O -0.593
5 N -0.482
6 C -0.532
7 O -0.846
8 H 0.416
9 H 0.452
10 H 0.139
11 H 0.358
12 H 0.358
13 H 0.310
14 H 0.393
15 H 0.261
16 H 0.314
17 H 0.259

---

--- d ---
Formula: C4H10NO2
Source: the Open Molecules 2025 dataset
Level of theory: ωB97M-V/def2-TZVPD

CARTESIAN COORDINATES (ANGSTROEM)
C: 0.51 0.52 0.34
C: -0.06 -0.22 1.53
C: -1.59 -0.37 1.67
O: -2.05 -0.86 2.84
N: 0.39 -0.28 -0.85
C: 0.38 0.32 -2.17
O: 1.87 0.26 -2.61
H: 1.67 0.67 0.56
H: -0.10 1.44 0.32
H: 0.25 0.04 2.51
H: 0.38 -1.19 1.46
H: -2.09 -0.88 0.79
H: -1.74 0.73 1.50
H: -0.30 -1.04 -0.72
H: -0.09 -0.34 -2.94
H: 0.36 1.45 -2.32
H: 2.21 -0.24 -1.91

orbital gap: 6.073 eV
SMILES string: [O-]CCCNCO
charge: -1
E_LUMO: 3.664 eV

The computed Mulliken charges, all in e, follow:
1 C -0.035
2 C -1.156
3 C -0.220
4 O -0.881
5 N -0.296
6 C -0.157
7 O -0.580
8 H 0.167
9 H 0.258
10 H 0.398
11 H 0.367
12 H 0.112
13 H 0.060
14 H 0.236
15 H 0.231
16 H 0.217
17 H 0.280

---

Result of the stability comparison: c is the most stable of them.

---

--- a ---
Formula: C4H10NO2
Source: the Open Molecules 2025 dataset
Level of theory: ωB97M-V/def2-TZVPD

CARTESIAN COORDINATES (ANGSTROEM)
C: 0.21 -0.64 -1.71
C: -0.43 -0.04 -0.45
C: -0.32 -1.02 0.73
O: -1.24 -2.11 0.64
N: 0.17 1.28 -0.24
C: 0.58 1.67 1.29
O: 1.48 0.84 1.71
H: 1.28 -0.53 -1.60
H: 0.06 -0.06 -2.62
H: -0.18 -1.64 -1.98
H: -1.48 0.14 -0.69
H: 0.64 -1.54 0.71
H: -0.45 -0.47 1.65
H: -2.07 -1.86 0.20
H: 1.07 1.45 -0.67
H: 0.97 2.72 1.05
H: -0.30 1.81 1.96

orbital gap: 6.491 eV
SMILES string: C[C@@H](CO)NC[O-]
charge: -1
E_LUMO: 3.802 eV

The computed Mulliken charges, all in e, follow:
1 C -1.466
2 C 0.513
3 C -0.540
4 O -0.522
5 N -0.546
6 C -0.658
7 O -0.806
8 H 0.381
9 H 0.374
10 H 0.292
11 H 0.124
12 H 0.252
13 H 0.363
14 H 0.293
15 H 0.323
16 H 0.364
17 H 0.259

---

--- b ---
Formula: C4H10NO2
Source: the Open Molecules 2025 dataset
Level of theory: ωB97M-V/def2-TZVPD

CARTESIAN COORDINATES (ANGSTROEM)
C: -1.05 -0.14 -1.58
O: -2.17 0.71 -1.28
C: -0.20 -0.52 -0.36
C: -0.04 0.63 0.64
C: 0.86 0.14 1.85
O: 1.34 -1.13 1.83
N: 1.10 -0.93 -0.91
H: -1.43 -0.95 -2.19
H: -0.38 0.47 -2.13
H: -1.89 1.52 -0.84
H: -0.58 -1.37 0.20
H: 0.35 1.53 0.17
H: -1.09 0.71 0.97
H: 1.71 0.86 1.95
H: 0.23 0.29 2.77
H: 1.48 -1.65 -0.31
H: 1.74 -0.15 -0.78

orbital gap: 6.165 eV
SMILES string: N[C@H](CO)CC[O-]
charge: -1
E_LUMO: 3.778 eV

The computed Mulliken charges, all in e, follow:
1 C -0.787
2 O -0.553
3 C 0.437
4 C -0.999
5 C -0.486
6 O -0.860
7 N -0.855
8 H 0.336
9 H 0.352
10 H 0.317
11 H 0.368
12 H 0.369
13 H 0.344
14 H 0.156
15 H 0.196
16 H 0.403
17 H 0.262

---

Result of the stability comparison: b is the most stable of them.